a:
A molecular structure, C33H28CsN7O5, computed with ωB97M-V with the def2-TZVPD basis set.

The geometry in XYZ format:
```
74
Properties=species:S:1:pos:R:3:mulliken_charge:R:1
Cs 0.745 0.059 0.288 1.10
C -0.886 1.619 2.537 -2.17
C -1.463 0.380 3.165 1.30
C -1.389 0.192 4.546 -0.69
C -1.889 -0.967 5.090 -0.42
C -2.482 -1.898 4.254 -0.91
C -2.532 -1.632 2.898 0.53
N -2.026 -0.517 2.360 -0.25
C -3.177 -2.616 1.974 0.52
C -4.265 -3.372 2.410 -0.85
C -4.806 -4.301 1.547 -0.68
C -4.269 -4.439 0.279 -0.72
C -3.210 -3.619 -0.092 0.59
N -2.680 -2.735 0.748 0.02
C -2.616 -3.682 -1.479 0.78
C -3.098 -4.564 -2.441 -0.77
C -2.530 -4.539 -3.705 -0.56
C -1.508 -3.650 -3.971 -0.74
C -1.068 -2.808 -2.947 0.63
C 0.054 -1.835 -3.139 -0.63
N -1.626 -2.837 -1.735 0.07
H -1.138 2.505 3.120 0.48
H -1.239 1.736 1.512 0.53
H 0.204 1.538 2.511 0.22
H -0.910 0.939 5.166 0.37
H -1.794 -1.171 6.149 0.38
H -2.822 -2.846 4.646 0.41
H -4.679 -3.219 3.397 0.48
H -5.646 -4.912 1.855 0.41
H -4.680 -5.171 -0.404 0.23
H -3.897 -5.259 -2.224 0.24
H -2.890 -5.210 -4.476 0.40
H -1.048 -3.599 -4.950 0.39
H 0.313 -1.712 -4.191 0.31
H 0.937 -2.179 -2.593 0.15
H -0.209 -0.864 -2.720 -0.08
C 4.849 1.336 3.214 -0.61
O 4.527 2.589 2.625 -0.50
C 4.419 2.570 1.251 0.11
C 5.046 3.588 0.564 -0.51
C 4.947 3.693 -0.828 -0.73
C 4.230 2.721 -1.510 -0.42
C 3.612 1.671 -0.830 1.22
C 2.937 0.595 -1.613 -1.50
N 1.961 0.700 -2.426 -0.40
N 1.412 1.936 -2.732 -0.27
C 0.326 2.324 -2.125 0.35
O -0.330 1.747 -1.188 -0.82
C -0.210 3.641 -2.658 0.30
C 0.551 4.502 -3.449 -0.18
C 0.014 5.697 -3.911 -0.62
C -1.293 6.055 -3.590 -0.32
C -2.053 5.207 -2.793 -0.59
C -1.509 4.013 -2.325 -0.42
C 3.620 1.583 0.596 0.60
O 2.916 0.708 1.230 -0.80
H 4.869 1.497 4.293 0.22
H 5.842 1.005 2.886 0.25
H 4.117 0.573 2.957 0.13
H 5.606 4.314 1.143 0.39
H 5.427 4.508 -1.356 0.32
H 4.135 2.762 -2.590 0.35
H 3.323 -0.422 -1.499 0.47
H 1.567 4.210 -3.686 0.39
H 0.620 6.360 -4.520 0.36
H -1.710 6.988 -3.953 0.35
H -3.069 5.480 -2.528 0.35
H -2.074 3.342 -1.689 0.36
O 0.222 -3.320 4.774 -0.56
N 0.433 -3.094 3.589 0.29
O 1.309 -3.827 3.043 -0.66
N 1.837 -3.339 0.756 0.04
C 2.259 -3.180 -0.314 -0.46
H 1.536 -3.547 1.806 0.44
```

## Properties
gap between HOMO and LUMO = 5.60 eV
multiplicity = 1
HOMO level = -1.70 eV
lowest unoccupied orbital energy = 3.904 eV
charge = -2



b:
A molecular structure, C33H28CsN7O5, computed with ωB97M-V with the def2-TZVPD basis set.

The geometry in XYZ format:
```
74
Properties=species:S:1:pos:R:3:mulliken_charge:R:1
Cs -0.103 -0.030 -0.579 1.02
C -3.326 -0.808 1.574 -1.18
C -3.055 -2.218 1.148 0.78
C -3.218 -3.284 2.035 -0.62
C -2.899 -4.560 1.620 -0.46
C -2.446 -4.751 0.323 -0.86
C -2.325 -3.641 -0.500 0.48
N -2.610 -2.405 -0.095 -0.18
C -1.868 -3.794 -1.916 0.49
C -2.252 -4.906 -2.659 -0.91
C -1.821 -5.010 -3.970 -0.55
C -1.031 -4.005 -4.494 -0.90
C -0.699 -2.923 -3.682 0.39
N -1.106 -2.826 -2.418 0.13
C 0.114 -1.795 -4.224 0.63
C 1.186 -2.037 -5.070 -0.94
C 1.888 -0.942 -5.557 -0.43
C 1.482 0.325 -5.199 -0.77
C 0.383 0.483 -4.346 0.90
C -0.078 1.840 -3.920 -1.16
N -0.272 -0.573 -3.861 -0.22
H -4.086 -0.765 2.355 0.41
H -3.640 -0.201 0.727 0.34
H -2.405 -0.382 1.973 0.11
H -3.569 -3.093 3.041 0.36
H -2.988 -5.399 2.299 0.40
H -2.163 -5.733 -0.030 0.44
H -2.902 -5.654 -2.224 0.46
H -2.120 -5.851 -4.582 0.42
H -0.702 -4.029 -5.524 0.47
H 1.478 -3.049 -5.317 0.46
H 2.745 -1.085 -6.204 0.41
H 2.002 1.203 -5.559 0.37
H 0.182 2.587 -4.669 0.43
H 0.431 2.115 -2.989 0.05
H -1.159 1.862 -3.782 0.31
C 4.587 2.125 -0.777 -0.63
O 4.092 3.449 -0.910 -0.50
C 3.064 3.742 -0.027 0.39
C 3.274 4.740 0.896 -0.49
C 2.277 5.118 1.800 -0.77
C 1.064 4.456 1.754 -0.47
C 0.830 3.455 0.814 0.87
C -0.501 2.823 0.710 -1.51
N -1.167 2.187 1.595 -0.41
N -0.605 2.107 2.861 -0.35
C -0.169 0.963 3.221 0.51
O -0.215 -0.126 2.450 -0.24
C 0.399 0.850 4.595 0.42
C 0.767 2.001 5.289 -0.39
C 1.273 1.910 6.574 -0.66
C 1.425 0.668 7.180 -0.32
C 1.073 -0.480 6.488 -0.77
C 0.564 -0.392 5.198 -0.28
C 1.818 3.045 -0.130 0.15
O 1.611 2.098 -0.973 -0.80
H 5.365 2.003 -1.532 0.24
H 3.794 1.395 -0.939 0.18
H 5.024 1.978 0.218 0.26
H 4.245 5.223 0.901 0.40
H 2.455 5.905 2.522 0.34
H 0.271 4.712 2.447 0.40
H -0.984 2.860 -0.268 1.00
H 0.655 2.957 4.795 0.44
H 1.563 2.811 7.102 0.37
H 1.829 0.597 8.183 0.36
H 1.205 -1.454 6.944 0.37
H 0.314 -1.292 4.653 0.36
O -4.775 3.079 -5.793 -0.47
N -4.518 2.839 -4.596 0.03
O -3.320 2.617 -4.323 -0.52
N 1.533 -1.959 2.456 -0.24
C 2.307 -2.823 2.330 -0.56
H 0.529 -0.856 2.571 0.19
```

## Properties
gap between HOMO and LUMO = 5.14 eV
multiplicity = 1
HOMO level = -1.56 eV
lowest unoccupied orbital energy = 3.581 eV
charge = -2



Stability summary - winner: b; margin: 0.0502 hartree.



a:
2 unconnected molecules or ions with the total composition C2HN2P, computed with ωB97M-V with the def2-TZVPD basis set.

The geometry in XYZ format:
```
6
Properties=species:S:1:pos:R:3:mulliken_charge:R:1
C -1.319 0.744 -0.008 0.41
C 1.745 -0.235 -0.063 -0.16
N -1.614 1.716 -0.562 -0.23
N 2.893 -0.103 -0.144 -0.27
P -0.902 -0.611 0.948 0.10
H -0.802 -1.509 -0.171 0.15
```

## Properties
gap between HOMO and LUMO (alpha / beta) = 7.23 / 7.28 eV
multiplicity = 1
HOMO level (alpha / beta) = -11.14 / -11.18 eV
lowest unoccupied orbital energy (alpha / beta) = -3.909 / -3.898 eV



b:
2 unconnected molecules or ions with the total composition C2HN2P, computed with ωB97M-V with the def2-TZVPD basis set.

The geometry in XYZ format:
```
6
Properties=species:S:1:pos:R:3:mulliken_charge:R:1
C 1.508 -0.919 -0.024 0.35
C -1.681 0.599 -0.021 0.00
N 1.598 -1.865 -0.683 -0.24
N -2.777 0.679 -0.236 -0.24
P 1.293 0.546 0.845 0.02
H 0.060 0.959 0.119 0.11
```

## Properties
gap between HOMO and LUMO (alpha / beta) = 7.86 / 6.23 eV
multiplicity = 1
HOMO level (alpha / beta) = -11.23 / -10.50 eV
lowest unoccupied orbital energy (alpha / beta) = -3.370 / -4.272 eV



Stability summary - winner: a; margin: 0.0358 hartree.



a:
A molecular structure, CH2I2O2, computed with ωB97M-V with the def2-TZVPD basis set.

The geometry in XYZ format:
```
7
Properties=species:S:1:pos:R:3:mulliken_charge:R:1
C 1.117 -2.459 -1.320 0.09
O -0.412 -0.497 -0.219 -0.48
O 1.422 -3.152 -0.471 -0.31
I -0.763 -2.622 -2.306 0.11
I 2.375 -0.951 -2.287 0.06
H -0.547 -0.794 0.636 0.27
H -0.788 0.401 -0.260 0.27
```

## Properties
gap between HOMO and LUMO = 8.65 eV
multiplicity = 1
HOMO level = -9.37 eV
lowest unoccupied orbital energy = -0.719 eV



b:
A molecular structure, CH2I2O2, computed with ωB97M-V with the def2-TZVPD basis set.

The geometry in XYZ format:
```
7
Properties=species:S:1:pos:R:3:mulliken_charge:R:1
C -1.120 -0.220 0.509 0.07
O -0.084 0.819 0.961 -0.46
O -0.781 -0.973 -0.514 -0.39
I -1.347 -1.628 2.145 0.11
I -2.964 0.949 0.187 0.04
H 0.458 1.346 0.324 0.30
H -0.254 -0.668 -1.274 0.33
```

## Properties
gap between HOMO and LUMO = 8.87 eV
multiplicity = 1
HOMO level = -9.32 eV
lowest unoccupied orbital energy = -0.448 eV



Stability summary - winner: a; margin: 0.0295 hartree.



a:
A molecular structure, C5H13NS, computed with ωB97M-V with the def2-TZVPD basis set.

The geometry in XYZ format:
```
20
Properties=species:S:1:pos:R:3:mulliken_charge:R:1
C -1.207 0.619 -1.797 -1.22
C -1.397 -0.205 -0.501 0.07
C -1.107 0.518 0.802 0.25
C -0.370 -0.226 1.759 -0.62
S 1.936 0.309 -0.400 -0.40
C 2.790 -0.396 1.026 -0.89
N -2.706 -0.868 -0.414 -0.65
H -0.114 0.666 -1.939 0.22
H -1.644 1.611 -1.697 0.29
H -1.671 0.051 -2.595 0.37
H -0.741 -1.079 -0.634 0.34
H 0.144 0.376 0.691 -0.21
H -1.536 1.511 0.800 0.42
H -0.184 -1.292 1.753 0.32
H -0.597 0.013 2.798 0.35
H 2.589 0.184 1.942 0.29
H 3.881 -0.394 0.942 0.32
H 2.602 -1.473 1.183 0.24
H -2.877 -1.349 -1.286 0.28
H -3.478 -0.220 -0.286 0.23
```

## Properties
gap between HOMO and LUMO = 5.73 eV
multiplicity = 1
HOMO level = -6.88 eV
lowest unoccupied orbital energy = -1.154 eV



b:
C5H13NS in the gas phase, computed with ωB97M-V with the def2-TZVPD basis set.

The geometry in XYZ format:
```
20
Properties=species:S:1:pos:R:3:mulliken_charge:R:1
C -0.850 2.807 -0.237 -0.89
N -0.197 1.593 -0.746 -0.44
C 0.380 0.847 0.414 -0.63
C 1.292 -0.247 -0.090 -0.58
C 0.631 -1.416 -0.805 -0.82
C -0.462 -2.212 -0.038 -0.63
S 0.218 -2.690 1.625 -0.25
H -1.503 2.573 0.618 0.32
H -1.414 3.334 -1.013 0.32
H -0.098 3.539 0.039 0.31
H -0.968 1.007 -1.057 0.25
H -0.409 0.491 1.093 0.32
H 0.898 1.623 0.995 0.48
H 2.136 0.138 -0.660 0.34
H 1.711 -0.692 0.826 0.32
H 1.423 -2.152 -0.988 0.35
H 0.220 -1.158 -1.788 0.36
H -1.338 -1.568 0.064 0.34
H -0.724 -3.142 -0.534 0.42
H -0.945 -2.675 2.283 0.11
```

## Properties
gap between HOMO and LUMO = 9.82 eV
multiplicity = 1
HOMO level = -8.98 eV
lowest unoccupied orbital energy = 0.837 eV



Stability summary - winner: b; margin: 0.1636 hartree.